This record from OMol25 describes an isolated molecule of C5H10S. The level of theory is ωB97M-V/def2-TZVPD.

CARTESIAN COORDINATES (ANGSTROEM)
H 2.6401 1.5268 -0.7917
H -0.2387 -1.4129 0.4968
C 2.2078 0.9327 -0.0119
S 3.0372 -0.7198 0.0352
C -2.1619 -0.6442 -0.2095
H -2.0493 -1.6480 0.2083
H -1.9367 -0.6422 -1.2813
H -1.5098 1.1038 0.8941
H 2.2003 1.4608 0.8373
H 0.3275 -0.2294 1.6479
C -1.0853 0.4533 0.1472
C 0.1185 -0.3970 0.6086
H 1.2527 -0.2551 -1.4079
C 1.3746 -0.1576 -0.3209
H -3.2480 -0.3553 -0.1542
H -0.9290 0.9841 -0.6980

The energy is -16180.63423 eV. Its multiplicity is 1. Its SMILES is CCC[C@H]1CS1.


This record from OMol25 describes an isolated molecule of C5H10S. The level of theory is ωB97M-V/def2-TZVPD.

CARTESIAN COORDINATES (ANGSTROEM)
H -2.2873 -1.2231 -1.9938
C -0.3945 -1.3858 1.2807
S -1.2800 -0.2718 -2.3423
C 0.6735 2.0464 -0.2586
H 0.3556 -1.7736 -1.2997
H -1.6102 -1.4174 1.3638
H 0.2041 1.1654 1.7577
H -0.0042 -2.4695 1.0021
H 1.3148 1.7165 -1.1364
H -0.1393 -1.0926 2.2891
C 0.3274 0.9659 0.7054
C 0.0297 -0.2920 0.4320
C 0.1465 -0.8028 -1.3354
H -0.3275 2.4399 -0.8050
H 1.2391 2.8255 0.2146
H 1.0735 -0.3169 -1.6425

The energy is -16179.84189 eV. Its multiplicity is 1. Its SMILES is C/C=C(/C)CS.


This record from OMol25 describes an isolated molecule of C5H10S. The level of theory is ωB97M-V/def2-TZVPD.

CARTESIAN COORDINATES (ANGSTROEM)
S 1.2484 -0.5970 -0.9631
C -1.4853 -0.9827 -0.6500
H -0.4134 -1.6916 1.1700
H 1.9681 -0.4777 1.3356
H -1.5744 -0.2916 1.4540
H -1.6249 1.6720 -0.0644
C -0.6026 1.4383 -0.4310
H -1.2619 -1.8842 -1.1654
H -2.4444 -0.5555 -0.9059
H 2.3448 1.0232 0.4841
H 3.2889 -0.4600 0.1832
H -0.5274 1.7905 -1.4339
C -0.9800 -0.8453 0.7528
C 2.3055 -0.0592 0.4072
H 0.1106 1.9777 0.1977
C -0.3521 -0.0571 -0.3710

The energy is -16181.66453 eV. Its multiplicity is 1. Its SMILES is CSC1(C)CC1.


This record from OMol25 describes a cluster of 2 separate species, C5H10S2 in total. The level of theory is ωB97M-V/def2-TZVPD.

CARTESIAN COORDINATES (ANGSTROEM)
C -0.9390 3.1551 2.1507
H -1.7318 -0.8313 1.6863
H -1.0621 1.6253 0.7905
C -1.9813 -0.3314 2.6149
H -1.6449 1.3227 3.8397
H -0.5105 -1.8027 -0.6067
S 0.9237 -0.5022 -2.9557
H 0.6189 -1.6772 -3.5265
S 1.7561 -1.2769 -1.2327
H -2.4284 -0.9554 3.3745
H -1.0311 3.5397 3.1567
H -0.6207 3.8502 1.3846
C -1.6767 0.9424 2.8219
C 0.3216 -1.2788 -0.1402
H 0.5786 -1.7728 0.7965
C -1.2377 1.9022 1.8238
H 0.0210 -0.2592 0.0826

The energy is -27016.15378 eV. Its multiplicity is 1. Its SMILES is C=CC=C.CSS.


This record from OMol25 describes an isolated molecule of C5H10Si. The level of theory is ωB97M-V/def2-TZVPD.

CARTESIAN COORDINATES (ANGSTROEM)
H -2.7824 1.0667 0.9042
C -1.4746 -1.2891 0.3356
H -2.0095 -1.5337 1.3002
H 0.2207 1.3608 -1.3053
H -2.7567 0.8957 -1.4657
H 0.0932 1.8330 0.3401
Si -1.8930 0.5214 -0.1987
C 0.2481 -1.2823 0.3626
C 2.2235 0.1801 -0.0587
H 2.3197 0.5633 -1.1042
C -0.1660 1.0592 -0.3035
H -1.5671 -2.1794 -0.4396
H 2.3789 1.1085 0.5517
H 2.8760 -0.7203 0.1259
C 0.7518 -0.1174 0.0330
H 0.9493 -1.9606 0.8267

The energy is -13222.80243 eV. Its multiplicity is 1. Its SMILES is CC1=CC[SiH2]C1.


This record from OMol25 describes a structure of composition C5H11Br5N2O4. The level of theory is ωB97M-V/def2-TZVPD.

CARTESIAN COORDINATES (ANGSTROEM)
Br -2.1962 -0.7207 1.8576
Br -3.0098 1.1445 -4.7314
Br -3.5187 -4.6432 4.1122
O 1.6650 0.6895 -2.0102
O 1.6770 -0.6328 -0.3566
H -4.1486 -1.8504 2.9267
H -0.7334 0.8662 -1.3430
H 4.3991 -0.0189 -0.1808
C -3.2090 -2.2924 2.5951
H 3.9693 1.6569 -0.7505
N 5.6689 1.5411 0.4422
Br -4.1742 3.7590 -3.2492
H 3.6874 1.3677 0.9434
H -1.5013 -3.3371 3.4394
C -2.6033 2.4739 -3.2990
H -2.5154 -2.4202 4.6571
Br -1.0307 3.5643 -3.7271
O 6.2550 1.0288 1.4286
H -3.3391 -2.9401 1.7281
N 1.0737 -0.0561 -1.2673
O 6.2120 2.3941 -0.2624
H -0.7970 -0.6127 -2.3494
H -0.7699 -0.7261 -0.5837
C -0.3953 -0.1655 -1.4402
C 4.2724 1.0298 0.0880
C -2.4929 -2.9871 3.7264
H -2.4449 1.8874 -2.3940

The energy is -366739.30504 eV. Its multiplicity is 1.


This record from OMol25 describes a structure of composition C5H11BrMgNO2P2. The level of theory is ωB97M-V/def2-TZVPD.

CARTESIAN COORDINATES (ANGSTROEM)
H 3.0187 0.2399 -1.3667
O 1.6270 -1.4810 1.4923
C -2.3195 0.5084 0.5229
N -3.0288 -0.3679 1.3967
H -3.2687 -1.1952 0.8645
Br -0.0359 -3.0026 -0.6637
H 2.6979 2.7134 1.9930
H -0.7928 -0.2409 -1.4936
C -0.8131 0.3619 0.5532
Mg -1.4114 -3.1663 -2.9434
H -0.6009 1.4540 -1.2369
P 1.6012 0.4020 -1.1898
O -2.8666 1.3356 -0.1462
H 1.3827 -0.4467 -2.3802
C -0.2898 0.4868 -0.8675
H -0.6218 -0.5823 1.0469
H -0.4802 1.1607 1.2024
C 2.2613 2.0270 1.3193
C 1.9861 1.3595 0.3635
H 2.4972 -1.5546 1.9162
H -3.8933 0.0918 1.6499
H 1.5910 1.6063 -1.9670
P 1.7596 -1.7099 -0.0657

Its net charge is +1. The energy is -104999.28711 eV. Its multiplicity is 1.


Number 1: HOMO-LUMO gap 9.728 eV, molar mass 102.202 g mol⁻¹, HOMO -8.7 eV. Number 2: HOMO-LUMO gap 9.465 eV, molar mass 102.202 g mol⁻¹, HOMO -8.6 eV. Number 3: HOMO-LUMO gap 9.529 eV, molar mass 102.202 g mol⁻¹, HOMO -8.5 eV. Number 4: HOMO-LUMO gap 9.613 eV, molar mass 134.269 g mol⁻¹, HOMO -9.0 eV. Number 5: HOMO-LUMO gap 10.144 eV, molar mass 98.221 g mol⁻¹, HOMO -9.2 eV. Number 6: HOMO-LUMO gap 9.906 eV, molar mass 562.673 g mol⁻¹, HOMO -10.6 eV. Number 7: HOMO-LUMO gap 3.315 eV, molar mass 283.305 g mol⁻¹, HOMO -10.8 eV.